{"formula": "C2H2NO2S", "method": "ωB97M-V/def2-TZVPD", "elements": ["C", "C", "N", "O", "O", "S", "H", "H"], "xyz": [[1.00, 0.67, 0.64], [-0.33, 0.56, 1.18], [0.21, 1.55, 0.17], [0.82, -1.34, -0.83], [-1.98, -1.53, -0.35], [-0.83, -0.65, -0.20], [2.02, 0.39, 0.63], [-0.93, 0.35, -1.24]], "mulliken_charge": [0.32, -0.48, -0.50, -0.74, -0.58, 0.59, 0.29, 0.12], "total_charge": -1, "mol_weight_g_mol": 104.1, "de_lowest_kcal_mol": 173.24, "e_tot_ha": -680.63115, "homo_lumo_gap_ev": 7.7915, "homo_energy_ev": -3.64}

{"formula": "C2H2NO2S", "method": "ωB97M-V/def2-TZVPD", "elements": ["C", "C", "N", "O", "O", "S", "H", "H"], "xyz": [[-1.77, -0.82, -0.45], [-0.39, -0.76, -1.44], [-2.75, -0.71, 0.20], [1.12, -2.36, 0.23], [1.88, -0.09, -0.05], [0.73, -1.03, -0.06], [-0.41, 0.41, -1.63], [-0.08, -0.64, 1.03]], "mulliken_charge": [0.26, -0.46, -0.56, -0.57, -0.64, 0.76, 0.15, 0.07], "total_charge": -1, "mol_weight_g_mol": 104.1, "de_lowest_kcal_mol": 74.08, "e_tot_ha": -680.78917, "homo_lumo_gap_ev": 8.5979, "smiles": "N#CC=[S@@H](=O)[O-]", "homo_energy_ev": -4.60}